Record 1
33
Properties=species:S:1:pos:R:3:forces:R:3:nbo_charge:R:1 method="wB97M-V/def2-TZVPD" relative_energy_kcal_mol=1.3 smiles=Cc1ccsc1CNCCc1ccc(F)cc1 gap_ev=9.42 charge=0 lumo_ev=0.745 total_energy_ha=-1095.879907 multiplicity=1
C 1.5543 2.3994 -0.7735 0.098 -0.054 -0.057 -0.640
C 2.2952 1.3358 -0.0300 -0.009 -0.220 -0.106 -0.055
C 2.9667 1.5702 1.1990 0.046 -0.080 0.083 -0.253
C 3.5894 0.4701 1.6858 0.031 -0.428 -0.086 -0.407
S 3.3785 -0.8921 0.6593 -0.175 0.603 -0.127 0.424
C 2.4304 0.0455 -0.4518 0.393 -0.167 0.247 -0.207
C 1.8605 -0.5970 -1.6750 -0.037 -0.045 -0.027 -0.252
N 0.4432 -0.8862 -1.5037 -0.146 -0.054 -0.463 -0.632
C 0.1576 -1.9477 -0.5512 0.035 0.070 0.379 -0.213
C -0.3142 -1.3759 0.7990 -0.022 -0.192 -0.281 -0.425
C -1.6618 -0.7360 0.6523 0.089 -0.031 0.142 -0.038
C -1.7693 0.6009 0.2908 -0.097 -0.109 0.052 -0.172
C -3.0062 1.1889 0.0999 -0.273 0.020 -0.007 -0.284
C -4.1411 0.4201 0.2782 0.102 -0.062 0.007 0.391
F -5.3563 0.9871 0.0962 0.089 -0.038 0.017 -0.330
C -4.0690 -0.9119 0.6394 -0.198 0.179 -0.075 -0.285
C -2.8220 -1.4822 0.8215 0.075 0.142 -0.031 -0.189
H 1.0710 3.0791 -0.0746 -0.092 0.074 -0.023 0.220
H 2.2468 2.9819 -1.3829 -0.034 0.094 -0.057 0.222
H 0.8037 1.9608 -1.4250 -0.115 0.044 -0.062 0.228
H 2.9776 2.5265 1.6916 0.016 0.177 0.117 0.221
H 4.1619 0.3666 2.5857 0.109 0.054 0.213 0.235
H 1.9602 0.0884 -2.5218 0.056 -0.096 0.028 0.213
H 2.4473 -1.5064 -1.8974 -0.071 0.141 -0.071 0.177
H 0.0296 -1.0909 -2.4046 0.046 0.005 0.091 0.368
H -0.6339 -2.5912 -0.9450 0.081 -0.003 -0.012 0.198
H 1.0477 -2.5708 -0.3784 -0.083 -0.038 -0.079 0.176
H 0.4118 -0.6419 1.1456 0.063 -0.048 0.080 0.224
H -0.3607 -2.1931 1.5208 0.024 0.015 0.096 0.210
H -0.8715 1.1812 0.1550 0.126 0.087 -0.018 0.218
H -3.1008 2.2260 -0.1816 -0.035 0.105 -0.023 0.226
H -4.9749 -1.4821 0.7730 -0.106 -0.029 0.011 0.227
H -2.7519 -2.5230 1.1033 0.013 -0.116 0.043 0.209



Record 2
13
Properties=species:S:1:pos:R:3:forces:R:3:nbo_charge:R:1 method="wB97M-V/def2-TZVPD" relative_energy_kcal_mol=93.8 smiles="C[SiH](C)[N+](=O)[O-]" gap_ev=10.78 charge=0 lumo_ev=0.397 total_energy_ha=-575.046599 multiplicity=1
C -1.4354 0.4352 0.8336 -0.610 3.070 -1.036 -1.129
Si 0.1341 0.5126 -0.1623 -0.371 -1.559 0.472 1.464
C 0.2811 -0.8848 -1.3770 -2.195 -0.465 -1.287 -1.143
N 1.5155 0.0896 0.9945 1.008 0.748 -0.034 0.244
O 2.3495 0.9855 1.1702 -0.377 -0.596 0.180 -0.407
O 1.6136 -1.0412 1.4367 -0.117 0.215 0.081 -0.390
H -1.7569 -0.5129 1.2587 0.060 0.255 0.081 0.264
H -1.3925 1.3628 1.5637 -0.298 -2.117 -1.109 0.261
H -2.1584 0.7998 -0.0244 0.808 -0.836 1.723 0.240
H 0.3019 1.8490 -0.6685 0.281 0.522 -0.181 -0.174
H -0.4128 -1.7055 -1.0274 1.054 0.576 0.014 0.257
H -0.2838 -0.5860 -2.3188 0.878 -0.072 0.801 0.246
H 1.2440 -1.3042 -1.6791 -0.122 0.258 0.296 0.268



Record 3
143
Properties=species:S:1:pos:R:3:forces:R:3:lowdin_charge:R:1 method="wB97M-V/def2-TZVPD" gap_ev=6.79 charge=+7 lumo_ev=-16.131 total_energy_ha=-2527.468785 multiplicity=1
B -1.9406 0.1457 0.4231 0.096 0.224 0.246 -0.458
H -2.8487 0.0115 0.9901 -3.448 -0.215 2.396 -0.047
H -2.1336 -0.3662 -0.5069 -0.536 -2.256 -3.905 -0.045
H -1.7476 1.1829 0.1967 0.640 4.068 -0.762 -0.059
H -1.0896 -0.2536 0.9527 3.354 -1.806 2.048 -0.042
C 2.0375 -1.7547 0.4976 -0.110 -0.043 0.327 -0.118
C 3.1400 -1.9875 1.5374 -0.488 1.349 -0.941 -0.229
C 4.5197 -1.8331 0.8657 0.217 -1.352 0.843 -0.179
C 5.4920 -1.7275 2.0074 2.315 -0.540 -0.695 -0.083
N 7.0351 -1.8896 1.6285 0.719 1.017 0.129 -0.152
C 7.4598 -3.2424 1.0314 0.162 0.207 0.301 -0.082
C 7.6094 -4.2058 2.2017 -1.573 -0.932 -1.975 -0.139
C 7.7068 -3.3559 3.4190 0.635 -1.525 1.772 -0.169
C 7.7839 -1.9568 2.9649 1.013 1.563 0.655 -0.122
C 7.5347 -0.7498 0.6724 0.192 -0.075 0.690 -0.088
C 9.0784 -0.7108 0.3371 -1.132 0.049 -0.451 -0.200
C 9.4819 0.6596 -0.1927 -0.467 1.248 0.964 -0.090
H 1.0647 -1.5255 0.9324 -0.183 -0.247 0.227 0.047
H 1.9574 -2.6401 -0.1332 -0.068 0.109 -0.305 0.089
H 2.2764 -0.8684 -0.0902 0.259 -0.047 -0.251 0.045
H 2.9162 -2.8931 2.1013 0.682 -0.170 -0.143 0.114
H 3.0985 -1.1606 2.2464 -0.194 -0.017 0.360 0.079
H 4.5715 -0.9397 0.2434 -0.202 -0.157 -0.176 0.113
H 4.7867 -2.7379 0.3197 -0.254 0.165 -0.514 0.125
H 5.3498 -2.5580 2.6988 -0.155 0.300 0.245 0.137
H 5.3684 -0.7443 2.4616 0.477 -0.192 0.417 0.132
H 8.4917 -3.1767 0.6865 -0.396 0.936 -0.638 0.135
H 6.7816 -3.5572 0.2383 0.160 0.164 0.023 0.131
H 8.4700 -4.8202 1.9371 -0.078 -0.142 0.605 0.142
H 6.7179 -4.8303 2.1440 0.161 -0.399 0.666 0.121
H 8.6249 -3.6620 3.9205 0.081 0.430 0.234 0.146
H 6.9500 -3.5720 4.1732 -0.330 0.143 -0.248 0.128
H 8.8332 -1.6628 2.9405 0.170 -0.305 -1.450 0.135
H 7.5635 -1.2117 3.7292 -1.472 0.118 -0.257 0.147
H 7.2557 0.1891 1.1505 -0.013 0.036 0.276 0.120
H 6.8998 -0.8447 -0.2085 0.279 -0.109 -0.200 0.118
H 9.2485 -1.3609 -0.5211 0.297 -0.736 0.683 0.119
H 9.6359 -0.8890 1.2567 0.202 -0.617 -0.459 0.110
H 10.3828 0.7360 -0.8015 -0.301 -0.635 -0.275 0.100
H 9.7173 1.3285 0.6351 -0.127 0.060 0.236 0.083
H 8.6208 1.1204 -0.6766 0.190 0.095 -0.551 0.069
C 2.3803 0.9885 -2.7404 0.321 0.356 -0.492 -0.006
C 1.1302 1.3844 -2.0730 -1.360 -0.164 2.945 -0.330
C 0.2839 2.5225 -2.6347 -1.064 -0.941 -0.475 -0.117
O -1.0470 2.5327 -1.9996 1.438 0.080 -0.792 -0.204
C -1.6304 3.8381 -2.0311 -0.716 0.235 -0.610 -0.070
N 0.2937 0.1465 -1.7242 -0.967 0.833 -2.239 0.246
H 0.7823 -0.7143 -1.5232 0.491 0.018 0.554 0.133
H -0.5171 0.3088 -1.1441 -0.292 0.365 1.950 0.049
H -0.2750 -0.0677 -2.5309 0.162 -0.359 -1.188 0.165
H 2.8884 0.2215 -2.1560 0.329 0.318 0.102 0.086
H 2.8870 1.9535 -2.7334 0.958 -0.399 -0.416 0.111
H 2.2985 0.5956 -3.7538 -0.202 0.290 -0.119 0.117
H 1.3508 1.7955 -1.0878 0.466 -0.536 0.353 0.118
H 0.2857 2.3243 -3.7065 -0.830 0.614 -0.361 0.149
H 0.7849 3.4712 -2.4418 0.104 -0.089 -0.117 0.115
H -1.8308 4.2227 -3.0311 0.970 0.018 -0.411 0.114
H -1.0577 4.5515 -1.4385 -0.027 0.116 -0.100 0.088
H -2.6743 3.8383 -1.7171 0.230 -0.572 0.849 0.074
C -5.5656 3.6341 1.7615 1.008 0.646 0.215 0.060
N -5.4904 3.0062 0.4269 1.141 -1.281 0.334 -0.061
C -6.5992 2.7921 -0.2638 -0.633 -0.001 -0.525 0.021
C -6.5920 2.1285 -1.4827 -0.644 -0.140 -0.126 0.047
C -5.4469 1.5242 -1.9810 0.753 -0.375 0.271 -0.100
C -4.2770 1.7437 -1.2180 -0.809 -0.067 0.125 0.020
C -4.3273 2.4689 -0.0237 0.084 0.103 -1.513 0.007
C -5.4225 0.6187 -3.2175 -0.728 2.201 -1.352 -0.087
C -4.6031 -0.5052 -3.2949 -1.291 0.449 0.692 0.016
C -4.6746 -1.3034 -4.4130 -0.169 0.174 -1.393 0.015
N -5.3789 -0.9309 -5.5282 0.268 0.589 1.165 -0.051
C -6.0914 0.2469 -5.5269 0.978 -2.130 -0.433 0.060
C -6.1366 1.0322 -4.4016 0.505 -0.534 1.140 0.078
C -5.1747 -1.7283 -6.7945 0.179 0.642 -0.113 0.070
H -5.8110 2.9334 2.5595 -0.745 -0.086 -0.391 0.121
H -6.1885 4.5252 1.6837 -0.154 -0.262 0.339 0.132
H -4.5564 3.9411 2.0362 -0.008 0.319 -0.287 0.099
H -7.5097 3.1327 0.2068 -0.184 0.227 -0.210 0.170
H -7.5397 2.0619 -1.9964 -0.131 -0.089 -0.057 0.143
H -3.3421 1.3306 -1.5669 0.222 0.168 0.313 0.097
H -3.3859 2.7078 0.4485 -0.262 -0.088 0.480 0.123
H -4.0847 -0.7342 -2.3755 0.431 -0.599 -0.223 0.108
H -4.1335 -2.2321 -4.5184 0.067 -0.045 0.033 0.148
H -6.5609 0.3865 -6.4894 -0.316 0.732 0.133 0.164
H -6.7005 1.9485 -4.4954 -0.056 0.133 0.358 0.146
H -4.1778 -1.4520 -7.1378 0.197 -0.505 0.153 0.122
H -5.8060 -1.3813 -7.6125 -0.494 -0.035 0.436 0.120
H -5.3159 -2.7925 -6.6057 0.105 0.191 -0.003 0.121
C 4.3708 5.7118 -0.9714 0.736 2.254 0.020 0.036
N 3.5112 4.9181 -0.1117 -0.486 -0.386 0.671 -0.082
C 4.0365 4.4067 1.0215 -2.822 -2.477 0.398 0.098
C 3.1939 3.4751 1.7522 0.219 0.641 -0.575 0.092
C 1.8658 3.1856 1.3961 0.245 1.810 -2.118 -0.125
C 1.3182 3.9024 0.2758 2.621 1.518 -0.100 0.044
C 2.1855 4.7926 -0.4394 -0.419 -1.852 1.461 0.053
C 0.9708 2.3026 2.1501 -0.703 -0.107 0.538 -0.155
C 1.3998 1.1773 2.8111 -0.910 -1.736 2.004 0.053
C 0.5680 0.4880 3.7887 0.280 3.003 -2.288 0.089
N -0.7160 0.9717 3.9709 1.356 -0.585 0.331 -0.060
C -1.2057 1.9350 3.1721 1.136 0.519 -0.934 0.008
C -0.3786 2.6153 2.2709 -0.758 -0.408 0.452 0.050
C -1.5848 0.4445 5.0774 0.734 -0.078 -0.064 0.068
H 4.7632 5.2644 -1.8846 -0.331 -0.551 0.264 0.130
H 5.1890 6.0983 -0.3636 0.223 -0.356 -0.108 0.122
H 3.8467 6.6347 -1.2195 -0.218 -0.130 -0.309 0.127
H 5.0590 4.5999 1.3105 0.048 0.194 -0.178 0.164
H 3.5387 2.9611 2.6372 0.564 0.343 0.100 0.130
H 0.2826 3.8696 -0.0292 0.078 -0.224 0.027 0.087
H 1.8717 5.3865 -1.2851 -0.055 -0.011 -0.059 0.151
H 2.4016 0.8199 2.6237 0.078 -0.124 0.374 0.108
H 1.0492 -0.2533 4.4095 -0.668 -0.212 0.303 0.152
H -2.2491 2.2002 3.2580 0.043 -0.116 0.307 0.149
H -0.7991 3.3918 1.6491 -0.182 0.120 0.333 0.126
H -2.2261 1.2247 5.4874 -0.152 -0.025 -0.516 0.121
H -0.9316 0.1861 5.9109 -0.029 -0.384 -0.169 0.120
H -2.1080 -0.4115 4.6511 -0.190 0.102 0.466 0.100
C -8.8726 -1.8662 -1.1353 -1.323 0.954 -1.091 0.043
N -7.5400 -2.0633 -0.6411 1.291 -1.219 -0.139 -0.081
C -6.9460 -1.1762 0.1421 3.190 0.851 0.822 0.043
C -5.5566 -1.3193 0.4857 -2.300 -0.375 0.186 0.055
C -4.9426 -2.4810 0.1293 2.231 -2.057 -1.559 -0.154
C -5.5278 -3.4424 -0.7075 -3.310 1.703 -0.145 0.083
C -6.8866 -3.1844 -1.0514 2.386 -0.729 0.599 0.067
C -3.5271 -2.8301 0.4805 1.644 0.698 0.800 -0.122
C -3.0595 -2.5964 1.7869 0.995 -0.194 0.957 0.044
C -1.8167 -3.0836 2.2741 -0.672 -0.070 -4.362 0.077
N -1.0473 -3.7121 1.2989 -0.148 -0.796 0.596 -0.066
C -1.3749 -3.8415 -0.0333 -0.456 1.265 2.213 0.032
C -2.5776 -3.3211 -0.4459 -1.042 -0.639 0.099 0.027
C 0.0812 -4.5353 1.8023 0.466 -0.275 0.160 0.033
H -9.0011 -0.8364 -1.4688 0.037 0.302 0.653 0.111
H -9.6077 -2.1141 -0.3696 -0.132 -0.267 -0.379 0.144
H -8.9450 -2.3502 -2.1092 -0.442 -0.771 0.524 0.123
H -7.4277 -0.2672 0.4710 -0.673 -0.242 -0.244 0.150
H -4.9615 -0.6577 1.0977 -0.541 0.561 -0.001 0.110
H -5.0774 -4.3279 -1.1312 0.185 -0.070 0.394 0.144
H -7.3689 -3.9587 -1.6295 -0.710 0.424 -0.165 0.163
H -3.6484 -1.9835 2.4532 -0.261 -0.349 0.215 0.128
H -1.3361 -2.9803 3.2357 -0.435 -0.090 0.158 0.150
H -0.6711 -4.3186 -0.6993 0.053 -0.149 0.193 0.154
H -2.8142 -3.4670 -1.4895 -0.199 0.135 -0.092 0.129
H 0.9146 -3.9236 2.1481 -0.192 0.165 -0.069 0.082
H 0.4433 -5.2149 1.0308 -0.139 0.164 -0.033 0.117
H -0.2708 -5.1477 2.6324 -0.037 0.045 -0.066 0.125



Record 4
9
Properties=species:S:1:pos:R:3:forces:R:3:nbo_charge:R:1 method="wB97M-V/def2-TZVPD" relative_energy_kcal_mol=113.3 smiles="N=[SiH2].C#CCl" gap_ev=8.71 charge=0 lumo_ev=-0.630 total_energy_ha=-882.804743 multiplicity=1
N 1.0585 -0.9199 -0.0045 2.773 -1.718 -0.436 -1.386
Si 1.7937 0.4967 0.1862 -1.513 -1.023 0.489 1.430
H 1.5940 -1.6866 -0.4924 -1.256 1.099 0.199 0.394
H 2.3028 1.4191 -0.7730 0.899 0.521 -0.693 -0.217
H 1.4271 1.1045 1.4370 0.054 0.726 0.494 -0.213
C -1.2876 0.5638 -0.1810 -13.954 3.810 1.615 -0.335
C -2.4486 0.0234 0.0141 3.638 1.087 -1.012 -0.015
Cl -3.8267 -0.9517 0.0497 1.062 1.425 0.083 0.129
H -0.6132 -0.0493 -0.2362 8.297 -5.927 -0.739 0.214



Which of these has the highest charge? C51H82BN8O